Record 1
Computed, not measured: a gas-phase ion, C4H8NO (charge +1) at a distorted geometry, with wB97M-V/def2-TZVPD.

As for the charge: +1. The value obtained for the energy relative to the best compared isomer or geometry (same formula, charge and spin) is 482.4 kJ/mol. The HOMO energy is -13.34 eV. The value obtained for the HOMO-LUMO gap is 9.44 eV. Its SMILES is C[NH2+][C@]12C[C@@H]1O2.

Positions of all 14 atoms, in Å:
C 1.3060 0.4332 -0.2606
N 0.0386 1.0836 0.2650
C -0.9310 0.0400 0.3307
C -2.4689 0.0680 0.8207
C -2.2173 0.2951 -0.5999
O -1.2095 -0.6521 -0.8174
H 1.5240 -0.6063 0.1502
H 1.3741 0.3916 -1.4423
H 2.1618 1.0336 -0.0402
H -0.2223 1.8950 -0.2738
H 0.3282 1.5388 1.2452
H -2.8938 0.9401 1.5291
H -2.7715 -0.8147 1.3875
H -2.5297 1.0825 -1.2489

Forces on atoms 1 to 6 (eV/Å):
C 1.516 -1.025 -2.670
N 3.091 1.297 2.273
C -4.115 1.073 1.030
C -0.362 1.968 2.604
C 0.514 -1.308 2.557
O 0.163 -1.361 -2.112


Record 2
Computed, not measured: a gas-phase ion, C3H4N3O2S (charge -1) at a distorted geometry, with wB97M-V/def2-TZVPD.

As for the charge: -1. The value obtained for the energy relative to the best compared isomer or geometry (same formula, charge and spin) is 79.5 kJ/mol. The HOMO energy (spin up / spin down) is -3.56 / -3.58 eV. The value obtained for the HOMO-LUMO gap (spin up / spin down) is 6.88 / 6.93 eV. Its SMILES is C/N=C(\[O-])NC(=O)N=S.

Positions of all 13 atoms, in Å:
C -1.5381 -1.2107 -0.0042
N -0.5877 -0.2543 -0.4318
C -0.5990 1.0505 -0.1877
O -1.5518 1.8181 -0.1200
N 0.7182 1.5208 -0.1031
C 1.7750 0.6422 0.1023
O 2.9157 1.0479 0.2963
N 1.3709 -0.6250 0.2640
S 1.9435 -2.0443 -0.1274
H -2.4768 -1.1253 -0.5632
H -1.1038 -2.1950 -0.2045
H -1.7521 -1.1342 1.0701
H 0.8859 2.5093 0.0093

Forces on atoms 1 to 6 (eV/Å):
C -0.003 0.260 0.214
N 1.957 -0.254 0.157
C 0.118 -0.160 -0.320
O -0.467 0.406 0.299
N 0.082 0.132 -0.091
C 0.011 1.427 0.158


Record 3
Computed, not measured: 6 unconnected molecules or ions with the total composition C3H17NO7 at a distorted geometry, with wB97M-V/def2-TZVPD.

The value obtained for the energy relative to the best compared isomer or geometry (same formula, charge and spin) is 0.0 kJ/mol. The HOMO energy is -10.43 eV. The value obtained for the HOMO-LUMO gap is 10.79 eV. Its SMILES is CCNC(=O)O.O.O.O.O.O.

Positions of all 28 atoms, in Å:
C -2.3713 -0.7413 -0.6284
C -1.6491 -2.0822 -0.5916
N -0.3036 -1.9860 -1.1678
C 0.7621 -1.9096 -0.3539
O 0.7910 -2.0969 0.8405
O 1.8973 -1.6369 -1.0648
H -3.3789 -0.8374 -0.2220
H -1.8255 -0.0186 -0.0184
H -2.4293 -0.3070 -1.6236
H -1.6031 -2.4525 0.4239
H -2.1699 -2.8357 -1.1808
H -0.2563 -1.6173 -2.0930
H 2.6350 -1.5616 -0.4586
O 1.1093 2.1588 -0.2797
H 1.5451 1.5099 0.3372
H 1.0817 1.7443 -1.1744
O 1.2101 0.9550 -2.8331
H 1.7221 1.4916 -3.4316
H 1.7641 0.2336 -2.4517
O -1.1103 2.5334 1.2113
H -0.3431 2.4070 0.5898
H -1.1073 3.4708 1.4347
O -0.0066 1.1076 3.2984
H -0.5697 0.3336 3.4522
H -0.4797 1.6483 2.6091
O 1.9937 0.3456 1.5835
H 1.4331 0.7209 2.3036
H 1.6593 -0.5777 1.4894

Forces on atoms 1 to 6 (eV/Å):
C 0.210 0.094 0.368
C -0.205 0.098 -0.743
N -0.576 -0.143 1.227
C 0.580 -0.019 -0.773
O -0.173 -0.059 0.360
O -0.418 0.251 -0.571


Record 4
Computed, not measured: 7 unconnected molecules or ions with the total composition C34H47BBrF6NO25S2 at a distorted geometry, with wB97M-V/def2-TZVPD.

The HOMO energy is -8.45 eV. The value obtained for the HOMO-LUMO gap is 8.26 eV. Its SMILES is CCSC[C@](CCCCn1cccc1)(OC)[C@H](Br)O[C@@H](C[SH](=O)=O)OB(O)O.O=C1OC[C@@H](F)O1.O=C1OC[C@@H](F)O1.O=C1OC[C@@H](F)O1.O=C1OC[C@@H](F)O1.O=C1OC[C@@H](F)O1.O=C1OC[C@@H](F)O1.

Positions of all 117 atoms, in Å:
C 2.1954 5.7259 2.4138
C 2.3474 5.6885 0.7575
S 0.7293 4.9118 0.1314
C 0.1156 5.8962 -1.3872
C -0.0673 4.9345 -2.7280
C 1.3574 4.4718 -3.3962
C 1.9070 3.0035 -2.9186
C 3.3209 2.6870 -3.7499
C 3.4944 1.0713 -4.0918
N 3.1418 0.1761 -2.9086
C 4.2414 0.2608 -1.8338
C 3.6855 -0.7955 -0.7090
C 2.2494 -1.4252 -1.2064
C 1.9334 -0.7211 -2.6813
O -0.8282 5.6223 -3.8239
C -0.3530 7.0017 -4.0052
C -1.0458 3.6472 -2.2981
Br -1.5423 2.7792 -4.0686
O -2.1908 4.2416 -1.5941
C -3.3495 3.3395 -1.5309
C -3.0297 1.8246 -0.9929
S -2.0512 1.7341 0.6014
O -2.5701 0.6563 1.6086
O -1.8724 3.1062 1.2944
O -4.2793 3.9438 -0.5189
B -4.1020 5.4178 -0.4758
O -3.5210 6.1614 0.6945
O -4.5838 6.2094 -1.6619
H 1.9075 6.7908 2.8228
H 1.3066 5.0061 2.7013
H 3.1476 5.3183 2.9729
H 2.5061 6.7673 0.2945
H 3.2984 5.0148 0.5184
H 0.9685 6.7120 -1.5660
H -0.8865 6.4808 -1.1138
H 1.3246 4.6032 -4.5825
H 2.1690 5.2684 -3.0329
H 1.1903 2.1025 -3.1814
H 2.0766 2.9395 -1.7418
H 3.1721 3.2216 -4.8049
H 4.2662 3.1361 -3.1874
H 2.8588 0.8650 -5.0557
H 4.6337 0.9204 -4.4145
H 5.2218 0.9143 -1.8663
H 4.2884 -1.0406 0.2880
H 1.5882 -2.2117 -0.6319
H 1.0105 -0.8769 -3.3939
H -0.4905 7.2482 -5.1652
H 0.7815 7.1741 -3.7766
H -1.0784 7.7521 -3.4470
H -0.5229 2.9107 -1.5526
H -3.9928 3.3113 -2.5362
H -4.0883 1.3245 -0.7634
H -2.5431 1.1522 -1.8288
H -0.7351 1.3031 0.2361
H -3.4300 5.5043 1.4607
H -4.0539 7.0671 -1.6394
O 2.7816 -1.1808 4.6026
C 2.2199 -0.2558 4.0399
O 0.8815 0.0072 4.1453
C 0.6582 1.2228 3.4594
C 1.8107 1.2781 2.5158
F 2.1820 2.5569 2.2824
O 2.8473 0.6370 3.2238
H 0.6584 2.0498 4.1773
H -0.3040 1.2090 2.9404
H 1.6385 0.7604 1.5662
O 6.1146 -4.2599 9.3480
C 5.4655 -3.9960 8.3496
O 5.2724 -2.7284 7.8728
C 4.5881 -2.8640 6.6435
C 3.9318 -4.1949 6.7839
F 3.8244 -4.8086 5.5841
O 4.8379 -4.9270 7.5775
H 5.3102 -2.8324 5.8208
H 3.8645 -2.0559 6.5063
H 2.9537 -4.1634 7.2757
O -2.0829 -5.7356 4.5003
C -1.0649 -5.0657 4.4478
O -0.1699 -4.9484 5.4757
C 0.9208 -4.2033 4.9724
C 0.3058 -3.4552 3.8394
F 1.2061 -3.2500 2.8519
O -0.6845 -4.3369 3.3612
H 1.7102 -4.8895 4.6482
H 1.3275 -3.5375 5.7384
H -0.1555 -2.5044 4.1270
O 3.0991 -7.6537 -1.8200
C 2.6876 -7.1319 -0.7971
O 2.4545 -5.7909 -0.6601
C 1.8665 -5.6159 0.6133
C 2.3304 -6.8242 1.3525
F 1.4107 -7.2152 2.2630
O 2.4114 -7.8125 0.3506
H 0.7772 -5.5761 0.5077
H 2.2080 -4.6872 1.0785
H 3.3068 -6.7080 1.8348
O -5.2268 0.1358 -4.0002
C -5.8733 -0.4866 -3.1740
O -5.4779 -0.6814 -1.8789
C -6.5526 -1.3270 -1.2261
C -7.2789 -1.9702 -2.3578
F -8.6055 -2.0339 -2.1054
O -7.0733 -1.0789 -3.4303
H -7.1599 -0.5810 -0.7024
H -6.1879 -2.0563 -0.4979
H -6.9022 -2.9628 -2.6265
O -5.2235 -4.0420 -1.9967
C -4.6714 -4.4867 -2.9893
O -3.3467 -4.3031 -3.2774
C -3.0772 -5.0781 -4.4284
C -4.4239 -5.2067 -5.0541
F -4.5423 -6.3852 -5.7060
O -5.3003 -5.2201 -3.9502
H -2.6567 -6.0431 -4.1259
H -2.3613 -4.5730 -5.0823
H -4.6882 -4.3816 -5.7241

Forces on atoms 1 to 6 (eV/Å):
C -0.559 -0.279 0.130
C 1.036 0.403 0.780
S 0.347 0.999 -0.699
C 0.521 1.114 -0.417
C -0.384 -0.223 -0.081
C 0.769 0.369 0.773